No. 1
ORCA calculation (wB97M-V/def2-TZVPD) on a 8-piece molecular cluster, C28H38Cl3F18NO13 overall.

Summary:
Highest occupied orbital energy (alpha / beta) = -12.28 / -12.28 eV
LUMO energy (alpha / beta) = -3.6 / -8.5 eV
⟨S²⟩ = 0.784

Structure (ORCA input):
```
! RIJCOSX wB97M-V def2-TZVPD def2/J DEFGRID3
* xyz 1 2
C -8.9798 0.4089 0.9453
O -9.2971 -0.1829 1.9968
N -8.5745 1.6879 0.8291
C -8.5142 2.3330 -0.4842
C -8.4227 2.5536 2.0283
H -8.9105 -0.0342 -0.0602
H -9.4056 2.8873 -0.7776
H -8.2547 1.6350 -1.2803
H -7.7448 3.0889 -0.3264
H -8.0901 2.1462 2.9830
H -7.7784 3.4194 1.8756
H -9.4608 2.8778 2.1008
C 0.1148 0.8004 8.3549
C -1.2935 0.4930 7.8436
O -1.7715 1.5363 7.0379
C -3.0775 1.8089 7.0200
O -3.9711 1.0999 7.4804
C -3.4026 3.0504 6.1310
F -2.2794 3.5240 5.4705
F -4.3324 2.6543 5.2974
F -3.9397 3.9766 6.8690
H 0.2033 1.6414 9.0426
H 0.8533 1.1430 7.6302
H 0.6000 -0.0610 8.8139
H -2.0348 0.1518 8.5662
H -1.1321 -0.3543 7.1771
C -12.1673 8.8093 0.0954
C -11.7791 10.1547 0.6813
O -10.6992 9.9662 1.5543
C -10.1804 11.0488 2.3052
O -10.5193 12.1819 2.1156
C -9.1430 10.6841 3.3462
F -9.7600 10.7037 4.5709
F -8.6473 9.4826 3.0906
F -8.2049 11.5884 3.4043
H -11.3518 8.4352 -0.5235
H -12.9575 8.9694 -0.6381
H -12.3674 8.0809 0.8812
H -12.6899 10.5587 1.1232
H -11.4017 10.8071 -0.1062
C -9.0941 9.9627 -2.1473
C -7.8150 9.0722 -2.0682
O -7.9720 7.8569 -1.3852
C -7.9842 7.7768 -0.0178
O -7.9366 8.7942 0.7261
C -8.2033 6.3700 0.6670
F -8.1979 5.4141 -0.1635
F -7.3715 6.1687 1.7403
F -9.4144 6.2913 1.1628
H -9.0013 10.9026 -2.6914
H -9.5853 10.2433 -1.2155
H -9.8603 9.3974 -2.6778
H -6.9919 9.6419 -1.6370
H -7.5698 8.7840 -3.0904
C -8.1524 4.2430 7.8350
C -9.0506 4.7476 8.9718
O -10.1596 3.8908 9.0642
C -10.1935 2.7825 9.8497
O -9.2961 2.4592 10.6486
C -11.5054 1.9192 9.7249
F -11.2846 0.6414 9.3528
F -12.0624 1.9231 10.9113
F -12.3477 2.5241 8.8701
H -8.5833 4.5038 6.8684
H -8.0316 3.1623 7.9099
H -7.2128 4.7474 7.6099
H -9.4795 5.7307 8.7778
H -8.5645 4.7963 9.9462
C -10.8820 4.7592 4.9370
C -11.1991 3.2759 4.5834
O -10.1038 2.4228 4.8126
C -9.9624 1.5464 5.8311
O -10.7093 1.4662 6.8366
C -8.7297 0.5703 5.7716
F -8.5750 0.1210 4.5309
F -7.6497 1.3190 6.1224
F -8.8023 -0.4800 6.6788
H -9.9843 5.0372 4.3848
H -10.7187 4.9744 5.9930
H -11.6941 5.4252 4.6451
H -11.3718 3.2052 3.5095
H -12.1058 2.8734 5.0350
C -0.9018 5.9649 3.1227
C -1.7517 6.5744 2.0743
O -2.3155 5.6122 1.2798
C -3.5281 5.0281 1.5032
O -4.1980 5.2122 2.4973
C -4.0830 4.1885 0.3537
F -3.0424 3.4538 -0.1568
F -5.0163 3.2771 0.6953
F -4.5450 4.9752 -0.6010
H -0.1209 6.6478 3.4574
H -0.4029 5.0936 2.6983
H -1.4850 5.5334 3.9362
H -1.1224 7.1916 1.4330
H -2.5232 7.0986 2.6384
C -6.4981 6.0162 4.5366
Cl -7.9906 6.9572 4.5486
Cl -6.9079 4.3050 4.4174
Cl -5.4026 6.3953 5.9569
H -5.9859 6.2012 3.5923
*
```

=====

No. 2
ORCA calculation (wB97M-V/def2-TZVPD) on C17H14BrMoNO3S as an isolated structure.

Summary:
Highest occupied orbital energy (alpha / beta) = -7.15 / -8.39 eV
LUMO energy (alpha / beta) = -0.5 / -1.1 eV
⟨S²⟩ = 2.022
Energy above the lowest of the compared OMol25 structures with the same formula, charge and spin = 0.0 kcal per mole

Structure (ORCA input):
```
! RIJCOSX wB97M-V def2-TZVPD def2/J DEFGRID3
* xyz 0 3
C -0.7222 -0.4062 -3.7627
C -1.0553 0.8718 -3.1983
C 0.0810 1.3030 -2.3965
H -1.9400 1.4613 -3.3852
C 1.1021 0.2564 -2.4659
C 0.5987 -0.7901 -3.3107
H 1.1577 -1.6762 -3.5835
H -1.3255 -0.9289 -4.4956
H 0.1512 2.2555 -1.9003
H 2.0910 0.2914 -2.0403
Mo -0.7418 -0.3499 -1.3164
Br -2.3514 1.2581 -0.3905
C -1.6677 -2.1844 -0.0071
C -0.7284 -2.8438 -0.9092
C -1.2719 -2.7545 -2.2351
H 0.1847 -3.3372 -0.6055
C -2.5339 -2.0473 -2.1691
C -2.7923 -1.7117 -0.7985
H -3.6808 -1.2509 -0.3998
H -1.6556 -2.2092 1.0652
H -0.8442 -3.2154 -3.1166
H -3.2074 -1.8381 -2.9931
O 1.6801 1.8274 -0.2995
C 1.2227 1.1938 0.6427
N 0.3622 0.0933 0.5522
S -0.0647 -0.5322 2.0910
O -1.4486 -0.2974 2.4519
O 0.5023 -1.8447 2.2082
C 0.9176 0.6684 2.9363
C 1.0757 0.8633 4.2958
C 1.9023 1.9283 4.7206
C 2.5316 2.7695 3.7872
C 2.3305 2.5511 2.4165
C 1.5131 1.5054 2.0225
H 0.5906 0.2213 5.0129
H 2.0649 2.1221 5.7877
H 3.1755 3.6010 4.1231
H 2.7964 3.1756 1.6656
*
```

=====

No. 3
ORCA calculation (wB97M-V/def2-TZVPD) on a 2-piece molecular cluster, C4H13N3O overall.

Summary:
Highest occupied orbital energy = -8.42 eV
SMILES string = N/N=C/O.CC(C)N
LUMO energy = 1.0 eV
Energy above the lowest of the compared OMol25 structures with the same formula, charge and spin = 89.3 kcal per mole

Structure (ORCA input):
```
! RIJCOSX wB97M-V def2-TZVPD def2/J DEFGRID3
* xyz 0 1
N -2.5120 -1.4713 0.1919
N -1.9586 -0.6393 -0.7854
C -0.7952 -1.1335 -1.2263
O -0.3984 -0.7487 -2.4551
H -2.4102 -1.0192 1.1000
H -3.5174 -1.5427 0.0280
H -0.2852 -2.0219 -0.8422
H -1.1185 -0.2035 -2.8120
C 0.8665 1.8435 -0.0940
C 0.7622 0.3740 0.2913
C 0.6274 0.1831 1.7957
N 1.8959 -0.4009 -0.1864
H 0.9484 1.9533 -1.1794
H -0.0057 2.4093 0.2494
H 1.7479 2.3106 0.3607
H -0.4149 0.0515 -0.0654
H 1.5077 0.5647 2.3271
H 0.5094 -0.8759 2.0419
H -0.2409 0.7227 2.1859
H 2.0323 -0.2600 -1.1850
H 2.7594 -0.0958 0.2594
*
```

=====

No. 4
ORCA calculation (wB97M-V/def2-TZVPD) on C5H10O2 as an isolated structure.

Summary:
Highest occupied orbital energy = -9.28 eV
LUMO energy = 0.9 eV
Energy above the lowest of the compared OMol25 structures with the same formula, charge and spin = 135.8 kcal per mole

Structure (ORCA input):
```
! RIJCOSX wB97M-V def2-TZVPD def2/J DEFGRID3
* xyz 0 1
C -1.4173 -0.6908 -0.6516
C -0.5853 0.1630 0.5127
C 0.6624 -0.6386 1.0379
O 0.6736 -2.0330 0.7984
C 1.4031 0.1665 0.0117
C 0.4228 1.2894 0.0352
O 0.2002 1.8147 -1.2623
H -2.2822 -0.0768 -0.9136
H -1.6752 -1.5964 -0.0985
H -1.0160 -1.0594 -1.6293
H -1.3957 0.4379 1.1741
H 0.8480 -0.5100 2.1136
H 1.1439 -2.1331 -0.0421
H 2.5106 0.3427 0.0961
H 0.2197 -0.2532 -0.7617
H 0.5494 2.1236 0.7441
H -0.2620 2.6536 -1.1647
*
```